Entry from OMol25: a gas-phase ion, C6H8NO2 (charge -1) (wB97M-V/def2-TZVPD).

```
17
Properties=species:S:1:pos:R:3:forces:R:3:lowdin_charge:R:1
C -0.067 -0.356 0.588 0.383 0.028 -0.322 -0.25
H 1.040 -1.572 1.980 0.054 -0.046 0.004 0.06
H -0.233 -2.405 0.004 -0.013 -0.025 0.039 0.07
O -1.769 1.023 1.478 -0.048 0.113 0.303 -0.08
H 1.244 0.176 2.187 0.059 0.057 0.048 0.08
H -2.042 1.906 -1.033 -0.078 0.017 -0.018 0.08
N 1.144 1.038 -1.088 1.560 -0.649 1.497 -0.17
H -0.261 -0.577 2.690 -0.024 0.004 0.067 0.07
H -0.115 1.727 -2.617 0.186 -0.196 -0.013 0.10
H -0.509 -1.250 -1.312 0.017 -0.025 -0.039 0.07
C 0.088 -1.447 -0.424 0.001 0.181 -0.018 -0.10
C -0.050 1.341 -1.594 -1.031 0.354 -0.749 -0.21
C -1.165 1.322 -0.789 0.101 -0.092 -0.106 -0.06
H 1.133 -1.553 -0.732 0.117 -0.047 -0.047 0.06
C -1.074 0.673 0.494 -0.175 0.044 -0.158 -0.48
C 0.530 -0.610 1.937 -0.210 0.036 -0.147 -0.07
O 2.109 0.566 -1.769 -0.899 0.245 -0.340 -0.19
```
Forces are in eV/Å.

Results
Energy relative to the best compared isomer or geometry (same formula, charge and spin)   80.65 kcal per mole
LUMO level (alpha / beta)   4.0 / 4.0 eV
HOMO-LUMO gap (alpha / beta)   6.6 / 6.9 eV
SMILES string   CC(C)=C([O-])/C=C\N=O
M   126.135 g mol⁻¹
Total charge   -1
Maximum force   2.3 eV/A
Highest occupied orbital energy (alpha / beta)   -2.63 / -2.89 eV